95
Properties=species:S:1:pos:R:3 method="wB97M-V/def2-TZVPD" lumo_energy_ev=3.944 orbital_gap_ev=5.30 e_homo_ev=-1.354 total_charge=-2
Na -0.58064 -0.70283 1.29078
C -0.06996 -0.09902 -3.21849
C 0.90942 0.68408 -2.34365
C 0.90899 2.16928 -2.70941
C 2.28658 0.06030 -2.42034
C 3.08713 0.26917 -3.53625
C 4.33685 -0.32167 -3.65560
C 4.78219 -1.16085 -2.64985
C 4.00693 -1.41532 -1.52060
C 4.51043 -2.42574 -0.50124
C 4.81198 -3.77663 -1.15556
C 5.73755 -1.91191 0.25327
C 2.75581 -0.77602 -1.38824
N 1.94758 -1.05281 -0.26987
C 2.40789 -0.69551 0.88049
C 1.92905 -1.11988 2.15446
C 2.51307 -0.76951 3.38685
C 1.87657 -1.54824 4.34513
C 0.93472 -2.33421 3.64211
N 0.96833 -2.09062 2.33072
C 0.01660 -3.38595 4.23037
C -0.57587 -2.88621 5.55208
C 0.83313 -4.66174 4.48828
C -1.12464 -3.71047 3.26654
H -1.08570 0.25858 -3.04312
H -0.04832 -1.16038 -2.96496
H 0.17864 0.01119 -4.28122
H 0.54344 0.59274 -1.32240
H 1.16807 2.32511 -3.76231
H 1.62614 2.72776 -2.10311
H -0.07908 2.60150 -2.54055
H 2.72227 0.91366 -4.32838
H 4.95134 -0.13797 -4.52978
H 5.75053 -1.64255 -2.74418
H 3.71807 -2.59624 0.22520
H 5.64462 -3.70690 -1.86147
H 3.94101 -4.14727 -1.69864
H 5.08073 -4.51433 -0.39460
H 6.56357 -1.71449 -0.43753
H 6.07706 -2.64713 0.98799
H 5.51360 -0.98402 0.78171
H 3.28283 -0.03091 0.93171
H 3.28983 -0.03081 3.53596
H 2.03858 -1.53301 5.41346
H 0.20877 -2.70089 6.29092
H -1.25673 -3.63913 5.96585
H -1.12902 -1.95923 5.38682
H 1.66436 -4.45970 5.16903
H 1.24830 -5.04387 3.55230
H 0.20069 -5.43985 4.93207
H -1.75397 -2.83138 3.11183
H -1.74340 -4.51174 3.68709
H -0.73691 -4.03546 2.29975
C -2.79428 2.23641 -4.33727
C -3.39509 2.08943 -2.93510
C -4.89163 2.40674 -2.97765
C -2.65712 2.95097 -1.92133
C -2.57401 4.31693 -2.16766
C -1.82571 5.16326 -1.36377
C -1.17485 4.62112 -0.26555
C -1.26712 3.27064 0.04498
C -0.58480 2.74341 1.29037
C -0.91700 3.56678 2.53410
C 0.92633 2.61150 1.10151
C -1.98569 2.38749 -0.80133
N -1.88834 1.01585 -0.60456
C -3.00804 0.29773 -0.39892
C -4.27989 0.78454 -0.00605
C -5.35148 -0.05726 0.24348
C -5.24005 -1.43638 0.12172
C -4.00434 -1.96134 -0.26226
C -2.96191 -1.11396 -0.52522
F -1.75598 -1.65881 -0.88842
H -3.25364 1.52145 -5.02729
H -1.71807 2.06026 -4.33037
H -2.96597 3.24126 -4.73552
H -3.27926 1.05004 -2.63291
H -5.05691 3.44648 -3.27909
H -5.35362 2.25199 -2.00249
H -5.40297 1.76348 -3.70100
H -3.08579 4.72432 -3.03553
H -1.75253 6.22133 -1.58899
H -0.59180 5.26676 0.38439
H -0.99397 1.75328 1.47052
H -0.53131 4.58916 2.45837
H -0.48881 3.09126 3.41883
H -1.99728 3.60872 2.68408
H 1.39283 3.59030 0.93910
H 1.16012 1.98323 0.23798
H 1.38250 2.15606 1.98541
H -4.38477 1.85203 0.14999
H -6.29084 0.37857 0.56925
H -6.07174 -2.09146 0.34671
H -3.83992 -3.02786 -0.36247
Br -2.03431 0.03341 3.45852



44
Properties=species:S:1:pos:R:3 method="wB97M-V/def2-TZVPD" lumo_energy_ev=0.134 orbital_gap_ev=11.27 e_homo_ev=-11.139 smiles="O=S1(=O)OCCO1.O=S1(=O)OCCO1.O=S1(=O)OCCO1.O=S1(=O)OCCO1" e_above_lowest_ev=2.796 total_charge=0
O -0.66514 -1.72153 -2.20846
S -0.87141 -0.64171 -1.23777
O -1.68229 0.50275 -1.68575
O -1.53499 -1.25835 0.08734
C -0.58400 -1.48167 1.13464
C 0.86281 -1.17485 0.58767
O 0.62551 -0.31225 -0.49279
H -0.85439 -0.91307 2.02440
H -0.67212 -2.48469 1.55213
H 1.44943 -2.05041 0.30951
H 1.60463 -0.70073 1.23033
O -0.44534 0.81123 5.14107
S -0.80382 1.70006 4.03908
O -2.23194 1.78102 3.68838
O -0.06370 3.10446 4.15241
C 0.82311 3.40991 3.08612
C 0.67035 2.31656 1.99644
O 0.10108 1.23030 2.67718
H 0.52533 4.35482 2.63163
H 1.87797 3.48868 3.34910
H 1.55048 1.93610 1.47806
H 0.05198 2.57970 1.13826
O 1.12310 6.05139 -3.58121
S 0.26940 5.04748 -2.89044
O 0.27957 4.85997 -1.43104
O -1.31334 5.41426 -3.31545
C -1.75793 4.73983 -4.44858
C -1.07207 3.38292 -4.20928
O 0.26163 3.60558 -3.75224
H -2.81463 4.58021 -4.66309
H -1.30406 5.24639 -5.30034
H -0.91231 2.71610 -5.05658
H -1.56107 2.95952 -3.33194
O -1.30094 -4.60802 -0.47213
S -0.21895 -5.52348 -0.57311
O -0.04118 -6.34473 -1.75806
O 1.28019 -4.93443 -0.17786
C 1.90581 -5.37755 0.95878
C 0.82563 -6.22453 1.73973
O -0.18136 -6.51307 0.73080
H 2.67017 -6.10383 0.68244
H 2.41315 -4.62583 1.56344
H 0.39792 -5.67205 2.57635
H 1.31765 -7.15257 2.03087



54
Properties=species:S:1:pos:R:3 method="wB97M-V/def2-TZVPD" lumo_energy_ev="-4.441 / -5.502" orbital_gap_ev="6.29 / 5.38" s2=6.08 spin_multiplicity=5 e_homo_ev="-10.726 / -10.878" e_above_lowest_ev=0.938 total_charge=+1
Os -0.13121 0.22580 -1.37599
O -0.90959 -0.00103 -5.43653
As -1.51766 0.13533 -3.68263
O -0.88788 -1.19510 -2.78439
O -0.33377 1.26810 -3.14792
C -3.07572 1.39629 -3.28993
C -4.04283 1.45229 -4.30821
C -4.98864 2.45518 -4.28122
C -5.01332 3.37267 -3.22510
C -4.12054 3.32383 -2.16234
C -3.11533 2.32621 -2.23689
S -2.30085 1.87521 -0.71154
O -0.80032 2.26949 -0.78065
O -3.03513 2.42139 0.42254
O -2.24130 0.31131 -0.86213
H -0.78804 -0.92939 -5.76337
H -3.94325 0.73623 -5.12042
H -5.71190 2.55315 -5.06494
H -5.75682 4.16245 -3.25945
H -4.20674 3.98919 -1.32756
C 0.80654 -2.74209 6.08952
C 0.58622 -2.65677 4.61996
C -0.69296 -2.74072 4.08547
C -0.87593 -2.50383 2.72872
C -2.26385 -2.58944 2.16405
C 0.24526 -2.34581 1.90254
Te -0.11146 -2.09908 -0.20572
C 1.54156 -2.40453 2.40753
C 2.71628 -2.24865 1.51302
C 1.69993 -2.52448 3.75861
H -0.03313 -3.20629 6.57828
H 1.03628 -1.76795 6.49766
H 1.67640 -3.35101 6.28505
H -1.56324 -3.01510 4.70156
H -2.99457 -2.70228 2.95452
H -2.41733 -3.46498 1.52964
H -2.47249 -1.67996 1.56658
H 2.93583 -3.16894 0.98040
H 3.62349 -1.94531 2.06487
H 2.53285 -1.48027 0.75877
H 2.71163 -2.45522 4.20469
Se 2.33372 -0.50342 -3.06405
N 1.63654 0.47685 -1.41817
C 2.69674 1.14556 -0.89255
C 2.58443 1.94458 0.30535
C 3.75866 2.53398 0.79812
C 4.93716 2.39121 0.05127
C 5.07967 1.71487 -1.13675
C 3.95689 1.06847 -1.68907
N 3.95269 0.43777 -2.87169
H 1.61550 2.10959 0.73646
H 3.81856 3.07887 1.71290
H 5.83871 2.88650 0.38510
H 6.02427 1.65926 -1.70395



58
Properties=species:S:1:pos:R:3 method="wB97M-V/def2-TZVPD" lumo_energy_ev=2.211 orbital_gap_ev=7.28 e_homo_ev=-5.066 e_above_lowest_ev=0.523 total_charge=-1
C 0.41302 -0.40516 0.51028
C 1.30009 -0.83618 1.67836
O 1.25146 -0.09469 2.68857
O 2.02177 -1.86004 1.52059
H 0.00041 -1.17054 -0.15026
H 0.90679 0.31619 -0.14440
H -0.52154 0.04581 0.86706
C -0.43280 -1.58924 -4.48099
C -0.24881 -1.66048 -2.95745
O -1.58093 -1.93711 -2.55533
C -2.14551 -2.67958 -3.55689
O -3.10914 -3.35468 -3.43354
O -1.34484 -2.68592 -4.61582
F 0.18826 -0.47233 -2.48974
H 0.45534 -1.77481 -5.07740
H -0.81089 -0.60374 -4.75747
H 0.43534 -2.45668 -2.66205
C -5.05211 0.41056 1.49237
C -3.59456 0.77671 1.83467
O -3.37702 1.93223 1.07357
C -4.43812 2.16690 0.22182
O -4.42722 2.97543 -0.62523
O -5.46028 1.38121 0.55033
F -2.85237 -0.29957 1.45238
H -5.68926 0.38977 2.37383
H -5.09731 -0.55377 0.99228
H -3.42439 0.95552 2.89007
C 1.68302 2.77443 2.48120
C 1.76226 2.90942 4.01763
O 0.44636 2.80299 4.41713
C -0.40057 2.97016 3.33496
O -1.54909 3.23422 3.47430
O 0.28135 2.99034 2.21017
F 2.33761 4.12304 4.33460
H 1.82987 1.73024 2.17876
H 2.31705 3.37303 1.83848
H 2.33725 2.10581 4.47647
C 1.35362 3.36890 -1.62293
N 2.37575 2.32494 -1.27256
O 2.46256 1.35831 -1.99797
O 2.99599 2.48428 -0.23999
H 1.08287 3.26482 -2.66548
H 1.85510 4.30879 -1.41148
H 0.52926 3.17408 -0.94000
C 4.47609 -1.12160 -0.58293
N 5.33995 -1.77582 -1.61492
O 5.61878 -1.11563 -2.59420
O 5.76130 -2.87335 -1.37652
H 4.74480 -0.10563 -0.32252
H 4.35741 -1.73003 0.30755
H 3.55359 -1.17387 -1.16648
C -2.00798 -3.34900 0.43211
N -1.03328 -4.41354 0.12500
O -1.23242 -5.49018 0.64879
O -0.07121 -4.09869 -0.54304
H -2.93618 -3.45272 -0.12083
H -1.59808 -2.40734 0.06359
H -2.03839 -3.10625 1.49151



14
Properties=species:S:1:pos:R:3 method="wB97M-V/def2-TZVPD" lumo_energy_ev=0.020 orbital_gap_ev=9.61 e_homo_ev=-9.594 smiles="N#CC1CC=CC1" e_above_lowest_ev=2.759 total_charge=0
N -0.61402 2.85905 -0.47656
C -0.41143 1.76725 -0.86581
C -0.16298 0.79645 0.32425
C 1.22817 0.21712 0.08816
C 0.93393 -1.21907 -0.22385
C -0.36273 -1.49869 -0.18468
C -1.20237 -0.30658 0.15927
H -0.22330 1.21731 1.36290
H 1.72689 0.72572 -0.74366
H 1.87087 0.33827 0.95532
H 1.72678 -1.92202 -0.44866
H -0.80930 -2.46817 -0.36971
H -1.91057 -0.05611 -0.63730
H -1.78993 -0.45054 1.06032



57
Properties=species:S:1:pos:R:3 method="wB97M-V/def2-TZVPD" lumo_energy_ev=-10.232 orbital_gap_ev=6.84 e_homo_ev=-17.070 e_above_lowest_ev=1.873 total_charge=+3
W -0.27434 -0.72150 -0.67513
C 4.86939 -3.00654 0.60586
S 4.24865 -2.17487 -0.88028
C 2.57142 -2.02110 -0.56874
S 1.57042 -1.62693 -1.98631
N 1.98251 -2.25700 0.56063
N 0.61867 -2.08144 0.49615
C -0.11582 -3.01255 -0.12082
C -1.55462 -2.98927 0.13512
C -2.42305 -4.06358 0.26047
C -3.73091 -3.77204 0.60168
C -4.13317 -2.44145 0.75461
C -3.23224 -1.42378 0.53582
N -1.95275 -1.70714 0.22166
H 5.67081 -3.66082 0.27138
H 4.07735 -3.59155 1.06336
H 5.25354 -2.27215 1.30777
H 0.37960 -3.87740 -0.54986
H -2.07070 -5.07930 0.14266
H -4.44101 -4.57335 0.76002
H -5.15223 -2.20396 1.02688
H -3.50822 -0.38103 0.58971
C 3.90644 2.74718 -0.13527
N 2.79903 2.21206 -0.94384
C 2.88091 2.52158 -2.38004
C 1.86671 1.44750 -0.45733
O 0.94066 0.95056 -1.17947
C 1.81779 1.06638 1.00311
O 0.56433 0.39832 1.20055
C -0.43935 1.11669 1.92109
C -1.51394 1.53329 0.93892
O -1.52420 0.92591 -0.18619
N -2.40851 2.42845 1.24828
C -2.47286 3.09778 2.56166
C -3.48954 2.79967 0.32023
H 4.06730 3.78458 -0.41819
H 4.80860 2.17299 -0.34262
H 3.68495 2.70800 0.92635
H 2.92034 3.60260 -2.49533
H 2.01550 2.12261 -2.89376
H 3.79210 2.08018 -2.78102
H 1.89854 1.92344 1.66860
H 2.61135 0.35712 1.24508
H 0.00662 1.95805 2.44521
H -0.86560 0.44222 2.66821
H -1.49739 3.15351 3.03305
H -3.17073 2.56905 3.20938
H -2.83196 4.11093 2.40130
H -3.42657 2.20467 -0.58256
H -3.38737 3.85575 0.07712
H -4.44487 2.64110 0.81831
N -1.04246 0.06680 -2.81436
N -1.33178 -1.29278 -2.45536
H -1.82594 0.52133 -3.27622
H -0.22695 0.09272 -3.42107
H -0.99764 -1.97229 -3.14179
H -2.33679 -1.40920 -2.33463



no.,strongest force on any atom (hartree/bohr)
1,0.0096
2,0.0804
3,0.1588
4,0.0453
5,0.0767
6,0.0297